# 1
Density functional theory data (ωB97M-V/def2-TZVPD) for 3 unconnected molecules or ions with the total composition C4H16N2O2 in a non-equilibrium geometry.

As for the maximum force: 3.73 eV/A. As for the total energy: -11472.96429 eV. As for the gap between HOMO and LUMO (alpha / beta): 0.3744 / 0.1856 hartree. The lowest unoccupied orbital energy (alpha / beta) is -0.10507 / -0.29104 Ha. As for the expectation value of S²: 0.75. Its net charge is +1. The multiplicity is 2. Its HOMO energy (alpha / beta) is -0.479 / -0.477 hartree.

Atoms and positions in Å:
C -0.53 2.46 -0.86
N -0.64 1.90 0.49
C -1.17 0.52 0.61
C -0.51 -0.46 -0.30
N 0.55 -1.19 0.39
C 1.49 -1.85 -0.56
H 0.27 3.18 -0.86
H -1.44 2.96 -1.04
H -0.45 1.70 -1.62
H -1.27 2.44 1.01
H -1.07 0.29 1.68
H -2.24 0.59 0.55
H -1.19 -1.17 -0.74
H -0.01 -0.06 -1.17
H 1.08 -0.52 1.00
H 0.96 -1.97 -1.51
H 2.38 -1.29 -0.61
H 1.71 -2.82 -0.11
H -1.16 -3.28 1.15
H -1.95 -2.02 0.86
O -2.07 -2.97 1.05
H 1.91 1.34 -0.39
H 2.91 1.42 0.80
O 2.46 0.80 0.19

# 2
Density functional theory data (ωB97M-V/def2-TZVPD) for a molecular structure, C31H68ClNNbO11P2 in a non-equilibrium geometry.

As for the maximum force: 3.08 eV/A. As for the total energy: -89912.44789 eV. As for the gap between HOMO and LUMO: 0.1864 hartree. The lowest unoccupied orbital energy is 0.04245 Ha. Its net charge is -1. The multiplicity is 1. Its HOMO energy is -0.144 hartree.

Atoms and positions in Å:
C -2.84 -3.21 8.09
C -2.54 -1.91 7.32
C -3.63 -1.58 6.31
C -3.36 -0.23 5.60
C -3.07 -0.37 4.08
C -1.69 0.16 3.74
C -1.34 0.13 2.26
C 0.16 0.39 2.06
C 0.49 0.87 0.63
C 0.30 -0.27 -0.39
C 1.59 -0.66 -1.13
C 1.26 -1.18 -2.53
C 2.47 -1.78 -3.27
C 2.17 -1.86 -4.77
C 2.86 -3.05 -5.49
C 1.90 -4.22 -5.81
Nb 1.75 -4.78 -7.98
C 3.91 -4.46 -8.57
C 4.97 -5.25 -7.74
C 4.84 -6.76 -7.77
N 4.54 -7.35 -6.54
O 4.96 -7.41 -8.81
P 1.02 -2.37 -8.65
O 0.38 -1.58 -7.30
Cl 2.67 -1.12 -9.12
P 1.22 -5.55 -10.43
O 0.90 -6.99 -10.49
O 2.33 -5.17 -11.56
O -0.08 -4.70 -11.00
H -1.97 -3.86 8.18
H -3.62 -3.78 7.57
H -3.21 -3.00 9.09
H -2.45 -1.11 8.04
H -1.58 -2.01 6.81
H -3.63 -2.38 5.58
H -4.57 -1.51 6.85
H -2.46 0.18 6.06
H -4.15 0.48 5.78
H -3.83 0.19 3.54
H -3.18 -1.41 3.76
H -0.96 -0.44 4.30
H -1.59 1.18 4.11
H -1.88 0.89 1.70
H -1.55 -0.85 1.83
H 0.71 -0.54 2.20
H 0.55 1.11 2.79
H -0.24 1.65 0.42
H 1.50 1.26 0.58
H -0.46 -0.02 -1.13
H -0.06 -1.15 0.13
H 2.18 0.25 -1.26
H 2.12 -1.43 -0.58
H 0.46 -1.91 -2.53
H 0.93 -0.33 -3.13
H 2.61 -2.78 -2.87
H 3.35 -1.17 -3.07
H 1.10 -2.01 -4.87
H 2.46 -0.94 -5.28
H 3.38 -2.67 -6.36
H 3.62 -3.43 -4.80
H 0.90 -4.07 -5.41
H 2.28 -5.12 -5.33
H -0.06 -5.10 -7.77
H 2.04 -6.50 -7.52
H 4.12 -4.71 -9.61
H 4.21 -3.42 -8.47
H 5.93 -5.03 -8.21
H 5.00 -4.86 -6.72
H 5.07 -6.92 -5.80
H 4.67 -8.35 -6.58
H 0.99 -0.91 -7.01
H 2.46 -4.21 -11.54
H -0.83 -4.95 -10.45
O 6.07 -1.97 -9.84
C 6.34 -1.00 -10.47
O 7.26 -1.10 -11.46
C 7.53 -0.05 -12.39
C 8.55 0.93 -11.85
C 5.78 0.36 -10.14
H 6.60 0.44 -12.69
H 7.93 -0.55 -13.27
H 8.18 1.44 -10.96
H 8.78 1.69 -12.61
H 9.47 0.41 -11.58
H 6.39 0.81 -9.36
H 4.76 0.26 -9.76
H 5.73 1.04 -10.99
O -4.27 1.13 8.01
C -4.94 1.94 8.59
O -5.28 3.08 7.96
C -6.21 4.02 8.49
C -5.56 5.01 9.44
C -5.34 1.75 10.04
H -7.06 3.51 8.95
H -6.60 4.55 7.62
H -5.15 4.51 10.31
H -6.28 5.75 9.78
H -4.74 5.52 8.94
H -4.53 2.12 10.67
H -5.47 0.69 10.21
H -6.27 2.25 10.31
O -4.64 6.70 11.46
C -4.68 7.76 12.01
O -5.87 8.28 12.34
C -6.02 9.45 13.15
C -5.96 10.72 12.32
C -3.42 8.58 12.24
H -5.30 9.45 13.96
H -7.01 9.35 13.60
H -4.99 10.84 11.84
H -6.14 11.59 12.95
H -6.72 10.69 11.53
H -3.21 9.16 11.34
H -2.60 7.89 12.42
H -3.48 9.25 13.10

What is the maximum force in the second record?
3.08 eV/A

What is the formula in the first record?
C4H16N2O2